# 1
This record from the OMol25 dataset describes a structure of composition CH3O3 in a non-equilibrium geometry. The level of theory is wB97M-V/def2-TZVPD.

The geometry in XYZ format:
```
7
Properties=species:S:1:pos:R:3
C 0.99 0.08 0.00
O -2.69 -0.15 0.03
O -0.63 -0.83 -0.07
O -1.53 0.10 -0.03
H 0.78 1.08 -0.48
H 1.29 0.21 1.08
H 1.79 -0.49 -0.55
```

Calculated values
- E_tot (eV) = -7210.3097
- HOMO energy (spin up / spin down) (eV) = -19.08 / -19.07
- 2S+1 = 1
- largest force on an atom (Eh/bohr) = 0.0483
- ΔE to the lowest compared entry with this formula, charge and spin (kJ/mol) = 534.3
- charge = +1

# 2
This record from the OMol25 dataset describes the molecule C4H5N3O3 in a non-equilibrium geometry. The level of theory is wB97M-V/def2-TZVPD.

The geometry in XYZ format:
```
15
Properties=species:S:1:pos:R:3
C 0.05 0.59 1.62
C -0.16 0.29 -0.78
C 0.37 1.18 0.27
C 0.46 -1.53 0.81
N 0.11 -0.63 1.87
N -0.18 -1.22 -0.45
N -0.78 0.77 -1.93
O -0.75 -2.08 -1.11
O -0.76 1.99 -2.06
O -1.26 0.00 -2.74
H -0.23 1.27 2.42
H -0.05 2.17 0.12
H 1.47 1.27 0.23
H 1.55 -1.50 0.66
H 0.18 -2.55 1.09
```

Calculated values
- E_tot (eV) = -14835.0641
- HOMO energy (spin up / spin down) (eV) = -9.43 / -9.46
- 2S+1 = 1
- largest force on an atom (Eh/bohr) = 0.1235
- ΔE to the lowest compared entry with this formula, charge and spin (kJ/mol) = 745.5
- charge = 0

# 3
This record from the OMol25 dataset describes a structure of composition C34H34BN15O4STi in a non-equilibrium geometry. The level of theory is wB97M-V/def2-TZVPD.

The geometry in XYZ format:
```
90
Properties=species:S:1:pos:R:3
Ti 0.71 0.22 -0.26
C -2.62 -0.74 -2.75
C -1.33 -0.99 -2.26
N -0.89 0.09 -1.62
N -1.84 1.03 -1.68
C -2.90 0.55 -2.35
B -1.46 2.42 -1.11
N -1.35 2.23 0.42
C -2.02 2.84 1.40
C -1.58 2.33 2.61
C -0.62 1.39 2.26
N -0.49 1.34 0.93
N -0.05 2.66 -1.71
C 0.30 3.51 -2.69
C 1.60 3.23 -3.07
C 1.99 2.16 -2.26
N 0.98 1.83 -1.45
N -2.35 3.56 -1.46
C -3.03 3.82 -2.61
C -3.51 5.10 -2.53
C -3.03 5.58 -1.30
N -2.34 4.66 -0.67
H -3.24 -1.40 -3.32
H -0.73 -1.87 -2.33
H -3.80 1.12 -2.49
H -2.74 3.60 1.18
H -1.90 2.62 3.58
H -0.01 0.76 2.90
H -0.37 4.26 -3.05
H 2.17 3.74 -3.82
H 2.93 1.64 -2.23
H -3.11 3.09 -3.38
H -4.10 5.62 -3.25
H -3.17 6.55 -0.86
N 4.20 1.45 1.87
C 3.72 2.73 1.74
C 4.25 3.96 2.11
C 3.47 5.07 1.87
C 2.21 4.97 1.28
C 1.68 3.75 0.91
C 2.45 2.61 1.13
N 2.20 1.27 0.91
C 3.26 0.61 1.37
C 3.26 -0.83 1.39
C 4.28 -1.73 1.60
S 3.68 -3.33 1.54
C 2.10 -2.70 1.27
N 2.03 -1.41 1.21
H 5.09 1.19 2.26
H 5.22 4.04 2.57
H 3.84 6.04 2.15
H 1.62 5.86 1.13
H 0.69 3.71 0.48
H 5.32 -1.54 1.75
H 1.26 -3.35 1.16
C -0.40 -5.42 -1.54
C 0.65 -4.48 -1.99
N 0.88 -3.27 -1.54
C 1.98 -2.81 -2.22
C 2.43 -3.79 -3.11
N 1.56 -4.82 -2.95
C 3.50 -3.92 -4.15
O 4.36 -2.93 -4.26
O 3.52 -4.91 -4.82
C 2.51 -1.46 -1.99
O 3.60 -1.09 -2.41
O 1.74 -0.69 -1.29
H -1.34 -4.90 -1.37
H -0.11 -5.90 -0.61
H -0.54 -6.19 -2.29
H 1.63 -5.67 -3.49
H 4.25 -2.19 -3.62
N -0.50 -1.25 0.55
C -1.21 -1.82 1.28
N -1.93 -2.46 2.12
C -1.68 -2.22 3.55
C -2.68 -3.03 4.36
C -4.10 -2.60 4.01
C -4.33 -2.55 2.49
C -3.15 -3.15 1.73
H -1.81 -1.16 3.76
H -0.65 -2.51 3.78
H -2.49 -2.85 5.42
H -2.53 -4.09 4.18
H -4.30 -1.62 4.44
H -4.80 -3.29 4.48
H -4.47 -1.52 2.16
H -5.23 -3.10 2.22
H -3.28 -3.05 0.65
H -3.04 -4.22 1.96
```

Calculated values
- E_tot (eV) = -100973.0425
- HOMO energy (eV) = -13.67
- 2S+1 = 1
- largest force on an atom (Eh/bohr) = 0.0543
- ΔE to the lowest compared entry with this formula, charge and spin (kJ/mol) = 97.7
- charge = +2

# 4
This record from the OMol25 dataset describes the molecule C3H7FN2O in a non-equilibrium geometry. The level of theory is wB97M-V/def2-TZVPD.

The geometry in XYZ format:
```
14
Properties=species:S:1:pos:R:3
N -0.89 1.73 -0.99
N 0.28 1.24 -0.33
C 0.26 0.02 0.08
C -0.73 -0.92 -0.48
O -2.13 -0.58 -0.13
C 1.18 -0.34 1.23
F 2.24 -1.08 0.66
H -1.39 1.11 -1.71
H -1.05 2.76 -1.19
H -0.63 -1.05 -1.47
H -0.47 -1.99 -0.20
H -2.11 0.51 0.39
H 0.81 -1.02 1.95
H 1.63 0.69 1.63
```

Calculated values
- E_tot (eV) = -10965.8964
- HOMO energy (eV) = -9.38
- 2S+1 = 1
- largest force on an atom (Eh/bohr) = 0.1115
- ΔE to the lowest compared entry with this formula, charge and spin (kJ/mol) = 315.5
- charge = 0

# 5
This record from the OMol25 dataset describes a structure of composition C12H18O13Rb5S in a non-equilibrium geometry. The level of theory is wB97M-V/def2-TZVPD.

The geometry in XYZ format:
```
49
Properties=species:S:1:pos:R:3
Rb 24.95 12.36 2.62
Rb 19.71 15.13 5.29
Rb 21.51 14.38 1.07
Rb 22.29 10.69 0.20
Rb 21.10 9.70 5.67
S 21.82 12.50 4.08
O 21.68 12.11 2.67
O 20.57 12.24 4.69
O 22.89 11.75 4.65
O 22.12 13.97 4.15
C 16.67 9.73 5.41
C 17.01 11.19 5.43
C 15.99 12.16 4.75
O 15.59 12.98 5.80
C 16.23 12.64 7.00
O 15.93 13.13 8.05
O 17.18 11.71 6.72
H 15.60 9.54 5.52
H 17.17 9.27 6.26
H 17.11 9.35 4.49
H 17.94 11.24 4.87
H 15.14 11.59 4.39
H 16.28 12.82 3.94
C 23.31 14.20 7.55
C 24.14 13.13 8.25
C 25.22 12.49 7.37
O 26.33 12.62 8.09
C 26.11 13.27 9.23
O 26.99 13.49 10.05
O 24.84 13.63 9.30
H 23.84 15.15 7.67
H 22.39 14.28 8.14
H 23.13 14.19 6.47
H 23.54 12.34 8.69
H 25.10 12.86 6.35
H 24.95 11.43 7.36
C 23.49 16.84 3.65
C 23.83 18.09 2.63
C 24.98 18.84 3.19
O 25.97 18.51 2.31
C 25.44 18.01 1.18
O 26.17 17.64 0.29
O 24.21 17.77 1.32
H 24.39 16.23 3.66
H 22.69 16.20 3.28
H 23.11 17.13 4.63
H 23.03 18.83 2.57
H 25.29 18.68 4.22
H 24.70 19.88 3.04
```

Calculated values
- E_tot (eV) = -53453.6618
- HOMO energy (spin up / spin down) (eV) = -9.29 / -14.45
- expectation value of S² = 0.7503
- 2S+1 = 2
- largest force on an atom (Eh/bohr) = 0.1365
- charge = +2

# 6
This record from the OMol25 dataset describes the molecule C2H7N5O in a non-equilibrium geometry. The level of theory is wB97M-V/def2-TZVPD.

The geometry in XYZ format:
```
15
Properties=species:S:1:pos:R:3
H -2.70 -0.57 -0.47
N -1.89 -1.39 -0.37
C -0.82 -0.71 -0.09
N -0.90 0.62 0.42
N -2.13 1.24 0.12
N 0.46 -1.25 0.07
C 1.76 -0.86 0.27
N 2.30 0.32 0.08
O 1.49 1.26 -0.53
H 0.06 1.11 0.57
H -2.59 1.57 1.00
H -1.82 2.08 -0.53
H 0.40 -2.21 -0.31
H 2.27 -1.63 0.84
H 1.88 2.25 -0.16
```

Calculated values
- E_tot (eV) = -11681.0612
- HOMO energy (eV) = -8.39
- 2S+1 = 1
- largest force on an atom (Eh/bohr) = 0.0961
- ΔE to the lowest compared entry with this formula, charge and spin (kJ/mol) = 400.1
- charge = 0

# 7
This record from the OMol25 dataset describes the molecule C13H14N2O3S3 in a non-equilibrium geometry. The level of theory is wB97M-V/def2-TZVPD.

The geometry in XYZ format:
```
35
Properties=species:S:1:pos:R:3
O -2.40 1.68 -3.15
S -1.86 1.23 -1.93
O -0.36 1.17 -2.04
O -2.34 -0.42 -1.76
C -2.72 1.97 -0.50
C -2.19 3.50 -0.21
N -1.10 3.29 0.78
N -0.22 2.24 0.76
C 0.52 2.11 1.82
C 1.56 1.15 1.79
C 1.27 -0.24 1.62
C 2.28 -1.41 1.43
C 1.83 -2.39 0.37
C 1.97 -2.03 -1.05
C 1.54 -2.97 -2.02
C 0.83 -4.13 -1.69
C 0.75 -4.50 -0.34
C 1.31 -3.68 0.67
S 0.38 3.44 3.00
C -0.82 4.02 1.97
S -1.55 5.43 2.31
H -1.52 -0.89 -2.00
H -3.65 2.05 -0.85
H -2.72 1.25 0.35
H -2.98 4.16 0.18
H -1.83 3.99 -1.13
H 2.64 1.52 1.89
H 0.27 -0.55 1.68
H 2.58 -2.02 2.31
H 3.26 -1.02 1.11
H 2.23 -1.09 -1.42
H 1.45 -2.79 -3.09
H 0.27 -4.67 -2.38
H 0.15 -5.38 -0.15
H 1.17 -4.01 1.69
```

Calculated values
- E_tot (eV) = -55332.2713
- HOMO energy (eV) = -8.34
- 2S+1 = 1
- largest force on an atom (Eh/bohr) = 0.1150
- ΔE to the lowest compared entry with this formula, charge and spin (kJ/mol) = 321.5
- charge = 0

# 8
This record from the OMol25 dataset describes a cluster of 8 separate species, C46H112N8O10 in total in a non-equilibrium geometry. The level of theory is wB97M-V/def2-TZVPD.

The geometry in XYZ format:
```
176
Properties=species:S:1:pos:R:3
C -3.02 -0.80 -4.52
C -1.63 -0.12 -4.58
C -1.81 1.37 -4.20
C -0.70 -0.82 -3.55
C 0.78 -0.46 -3.61
C 1.25 -0.77 -5.02
C 0.40 -0.22 -6.14
C 0.88 1.23 -6.45
C 0.75 -1.05 -7.40
N -1.02 -0.30 -5.88
O -1.86 0.10 -6.94
H -3.74 -0.03 -4.82
H -2.99 -1.73 -5.07
H -3.24 -1.02 -3.47
H -2.31 1.46 -3.23
H -0.86 1.92 -4.23
H -2.46 1.88 -4.91
H -1.10 -0.49 -2.58
H -0.90 -1.89 -3.42
H 0.84 0.63 -3.46
H 1.31 -0.92 -2.78
H 1.40 -1.85 -5.15
H 2.28 -0.44 -5.15
H 0.14 1.86 -6.96
H 1.75 1.14 -7.09
H 1.08 1.84 -5.56
H 0.44 -2.09 -7.27
H 1.82 -1.04 -7.63
H 0.24 -0.71 -8.31
H -2.10 -0.74 -7.36
C 6.83 0.96 0.49
C 6.42 -0.32 -0.25
C 7.47 -0.60 -1.36
C 6.53 -1.46 0.80
C 5.76 -2.67 0.32
C 4.31 -2.29 0.09
C 4.18 -1.27 -1.05
C 4.49 -1.86 -2.43
C 2.70 -0.84 -1.01
N 5.04 -0.12 -0.74
O 5.03 0.83 -1.77
H 6.00 1.19 1.17
H 7.73 0.88 1.10
H 6.88 1.80 -0.21
H 8.45 -0.35 -0.93
H 7.48 -1.65 -1.65
H 7.40 -0.03 -2.29
H 7.59 -1.70 0.94
H 6.21 -1.20 1.81
H 6.28 -3.07 -0.55
H 5.77 -3.39 1.14
H 3.94 -1.82 1.00
H 3.68 -3.16 -0.09
H 4.00 -2.83 -2.58
H 5.55 -2.01 -2.64
H 4.16 -1.26 -3.28
H 2.00 -1.57 -1.42
H 2.56 0.10 -1.54
H 2.38 -0.66 0.02
H 4.72 1.64 -1.33
C -3.96 0.59 -0.77
O -2.72 0.09 -0.33
C -1.87 1.12 0.15
C -2.04 1.37 1.66
C -1.21 2.59 2.08
N -1.61 0.23 2.48
H -4.55 1.00 0.05
H -4.62 -0.07 -1.34
H -3.84 1.44 -1.46
H -0.87 0.68 0.05
H -1.87 2.03 -0.46
H -3.08 1.61 1.90
H -1.74 3.48 1.70
H -0.25 2.63 1.57
H -1.17 2.69 3.16
H -0.66 -0.04 2.21
H -2.10 -0.61 2.11
C -5.04 4.02 0.32
O -6.06 3.15 -0.11
C -6.60 3.60 -1.35
C -7.67 2.69 -1.89
C -7.26 1.25 -2.23
N -8.21 3.28 -3.13
H -4.10 3.69 -0.15
H -4.90 3.88 1.40
H -5.14 5.09 0.14
H -7.05 4.59 -1.24
H -5.75 3.60 -2.04
H -8.52 2.63 -1.20
H -6.91 0.80 -1.29
H -6.41 1.20 -2.92
H -8.06 0.59 -2.55
H -8.66 4.18 -3.11
H -8.92 2.64 -3.46
C -6.19 -3.57 -0.47
O -4.85 -3.45 -0.07
C -4.37 -4.29 0.93
C -2.91 -3.88 1.25
C -2.28 -4.81 2.27
N -2.81 -2.48 1.63
H -6.35 -4.53 -0.97
H -6.35 -2.79 -1.21
H -6.90 -3.42 0.35
H -4.92 -4.09 1.86
H -4.34 -5.36 0.69
H -2.26 -4.11 0.39
H -2.86 -4.97 3.18
H -1.36 -4.35 2.63
H -1.96 -5.80 1.93
H -3.60 -2.25 2.25
H -3.23 -2.03 0.81
C -5.58 -0.65 3.02
O -4.72 -1.65 3.55
C -4.25 -1.35 4.86
C -3.33 -2.51 5.32
C -3.11 -2.50 6.83
N -2.00 -2.43 4.71
H -5.14 0.34 3.08
H -6.56 -0.68 3.51
H -5.73 -0.95 1.98
H -3.71 -0.41 4.93
H -5.11 -1.37 5.55
H -3.80 -3.44 5.00
H -3.99 -2.67 7.46
H -2.79 -1.52 7.20
H -2.38 -3.26 7.11
H -2.13 -2.33 3.71
H -1.49 -1.61 5.06
C 0.71 -4.22 1.19
O 1.19 -3.05 1.84
C 2.26 -3.27 2.74
C 2.48 -1.98 3.55
N 1.51 -1.90 4.63
C 1.79 -0.71 5.45
C 0.60 -0.38 6.34
O -0.62 -0.16 5.65
C -0.77 1.12 5.07
H 0.27 -4.86 1.95
H 1.49 -4.71 0.60
H -0.13 -3.86 0.58
H 3.20 -3.55 2.24
H 1.94 -4.10 3.38
H 2.31 -1.16 2.84
H 3.52 -1.94 3.86
H 0.54 -1.81 4.35
H 1.90 0.16 4.78
H 2.70 -0.78 6.04
H 0.82 0.44 7.04
H 0.36 -1.19 7.03
H -1.48 1.04 4.25
H 0.16 1.51 4.65
H -1.23 1.79 5.81
C 2.98 2.81 2.60
O 3.24 3.55 1.45
C 2.52 3.01 0.34
C 2.87 3.76 -0.92
N 4.33 3.59 -1.12
C 4.88 4.48 -2.14
C 6.39 4.36 -2.17
O 6.97 5.11 -1.12
C 8.37 5.17 -1.20
H 3.19 1.73 2.49
H 1.95 2.86 2.96
H 3.53 3.10 3.49
H 1.45 3.09 0.56
H 2.74 1.95 0.19
H 2.73 4.84 -0.82
H 2.39 3.26 -1.76
H 4.83 3.81 -0.26
H 4.60 5.51 -1.89
H 4.41 4.29 -3.11
H 6.75 4.64 -3.16
H 6.70 3.32 -2.00
H 8.66 5.48 -2.21
H 8.88 4.25 -0.90
H 8.72 5.92 -0.48
```

Calculated values
- E_tot (eV) = -81906.2798
- HOMO energy (eV) = -7.83
- 2S+1 = 1
- largest force on an atom (Eh/bohr) = 0.0417
- ΔE to the lowest compared entry with this formula, charge and spin (kJ/mol) = 78.1
- charge = 0

# 9
This record from the OMol25 dataset describes a structure of composition C13H29Cl2NPRhSe4. The level of theory is wB97M-V/def2-TZVPD.

The geometry in XYZ format:
```
51
Properties=species:S:1:pos:R:3
Rh 0.18 0.02 -0.01
Se 0.01 -1.94 -1.22
Se -1.83 -1.79 -2.70
Se -2.47 0.50 -2.49
Se -0.47 1.46 -1.72
Cl 3.10 -0.15 1.01
C 3.80 -0.12 -0.62
Cl 3.61 1.45 -1.39
H 3.29 -0.86 -1.22
H 4.86 -0.34 -0.53
C 0.25 -1.52 4.04
C -1.25 -1.29 3.80
C -1.75 -2.52 3.02
C -1.98 -1.22 5.14
P -1.49 0.23 2.72
N -0.22 0.26 1.69
C -3.18 0.21 1.91
C -3.41 1.57 1.23
C -3.20 -0.86 0.80
C -4.33 -0.06 2.88
C -1.22 1.82 3.70
C 0.02 1.67 4.59
C -2.41 2.21 4.59
C -0.92 2.98 2.74
H 0.36 -2.51 4.50
H 0.70 -0.80 4.72
H 0.81 -1.52 3.11
H -1.43 -3.41 3.57
H -1.32 -2.57 2.02
H -2.83 -2.55 2.95
H -1.84 -2.18 5.65
H -3.05 -1.06 5.04
H -1.57 -0.45 5.80
H -2.58 1.83 0.56
H -3.57 2.37 1.94
H -4.31 1.48 0.62
H -2.25 -0.88 0.25
H -3.98 -0.60 0.09
H -3.41 -1.85 1.17
H -4.38 0.65 3.71
H -4.29 -1.07 3.29
H -5.26 0.02 2.32
H -0.13 0.98 5.41
H 0.24 2.65 5.02
H 0.89 1.36 4.01
H -2.69 1.42 5.30
H -3.29 2.48 4.01
H -2.13 3.09 5.18
H -0.14 2.72 2.03
H -0.57 3.83 3.34
H -1.79 3.31 2.18
```

Calculated values
- E_tot (eV) = -314169.1412
- HOMO energy (eV) = -6.85
- 2S+1 = 1
- largest force on an atom (Eh/bohr) = 0.0162
- ΔE to the lowest compared entry with this formula, charge and spin (kJ/mol) = 0.0
- charge = 0

# 10
This record from the OMol25 dataset describes a structure of composition C4H9NO3S in a non-equilibrium geometry. The level of theory is wB97M-V/def2-TZVPD.

The geometry in XYZ format:
```
18
Properties=species:S:1:pos:R:3
C 2.71 0.11 -0.67
C 2.42 0.71 0.67
C 1.70 -0.53 0.40
C -3.33 -0.55 0.07
N 0.46 -0.85 -0.09
O -1.39 0.51 -1.44
O -2.28 1.81 0.43
O -0.82 -0.17 0.87
S -1.93 0.55 -0.10
H 2.35 0.69 -1.47
H 3.69 -0.44 -0.84
H 3.39 0.68 1.39
H 1.84 1.55 0.74
H 2.04 -1.50 0.88
H -3.90 -0.24 0.95
H -4.02 -0.42 -0.76
H -2.97 -1.59 -0.06
H 0.06 -0.32 -0.97
```

Calculated values
- E_tot (eV) = -22757.0538
- HOMO energy (eV) = -9.86
- 2S+1 = 1
- largest force on an atom (Eh/bohr) = 0.0949
- ΔE to the lowest compared entry with this formula, charge and spin (kJ/mol) = 418.5
- charge = 0

# 11
This record from the OMol25 dataset describes a cluster of 2 separate species, C4H11NO3 in total in a non-equilibrium geometry. The level of theory is wB97M-V/def2-TZVPD.

The geometry in XYZ format:
```
19
Properties=species:S:1:pos:R:3
C -0.20 0.25 0.85
C -0.15 -1.03 0.19
C -2.54 0.59 -0.36
C 2.55 0.38 -0.17
N -0.03 -1.18 -1.13
O -1.90 -0.14 0.66
O 1.79 -0.20 0.84
O -0.15 0.35 2.20
H 0.80 0.23 2.41
H -0.09 1.16 0.26
H -0.29 -1.91 0.80
H 0.26 -0.40 -1.70
H -0.21 -2.07 -1.55
H -2.20 0.29 -1.36
H -3.61 0.39 -0.29
H -2.38 1.67 -0.25
H 2.54 -0.22 -1.11
H 2.21 1.40 -0.43
H 3.60 0.45 0.13
```

Calculated values
- E_tot (eV) = -11954.7841
- HOMO energy (eV) = -8.19
- 2S+1 = 1
- largest force on an atom (Eh/bohr) = 0.0386
- ΔE to the lowest compared entry with this formula, charge and spin (kJ/mol) = 513.8
- charge = 0